# C38H32N6O12S2V

C38H32N6O12S2V as an isolated structure at a distorted geometry (the ωB97M-V functional and the def2-TZVPD basis, the OMol25 dataset).

Cartesian coordinates (Å):
V1 -0.20 0.11 0.40
O1 0.56 3.33 2.97
C1 0.27 2.20 2.58
O2 0.19 1.83 1.37
C2 -0.05 1.15 3.65
C3 0.04 1.53 4.96
C4 -0.32 0.65 5.99
C5 -0.82 -0.60 5.71
C6 -0.92 -1.01 4.40
C7 -0.50 -0.18 3.30
O3 -0.51 -0.59 2.11
N1 -1.48 -2.34 4.20
O4 -2.08 -2.86 5.14
O5 -1.24 -2.93 3.16
N2 -0.20 1.07 7.37
O6 0.20 2.20 7.61
O7 -0.59 0.30 8.25
H1 0.39 2.53 5.17
H2 -1.13 -1.25 6.51
C8 -4.03 2.52 6.10
C9 -3.74 2.39 4.63
C10 -3.13 3.43 3.93
C11 -2.85 3.31 2.58
C12 -3.19 2.14 1.91
C13 -3.80 1.09 2.59
C14 -4.07 1.22 3.94
S1 -2.88 2.02 0.18
O8 -4.18 2.13 -0.46
O9 -1.95 3.06 -0.17
N3 -2.22 0.57 -0.03
C15 -2.95 -0.51 -0.51
C16 -4.29 -0.56 -0.88
C17 -4.89 -1.75 -1.33
C18 -4.19 -2.92 -1.43
C19 -2.83 -2.93 -1.07
C20 -2.06 -4.11 -1.08
C21 -0.75 -4.07 -0.68
C22 -0.20 -2.84 -0.30
N4 -0.87 -1.70 -0.30
C23 -2.20 -1.74 -0.64
H3 -3.44 3.32 6.55
H4 -3.79 1.59 6.63
H5 -5.09 2.73 6.28
H6 -2.83 4.32 4.46
H7 -2.32 4.09 2.05
H8 -4.04 0.18 2.07
H9 -4.52 0.40 4.48
H10 -4.89 0.33 -0.80
H11 -5.94 -1.72 -1.60
H12 -4.67 -3.84 -1.76
H13 -2.51 -5.04 -1.40
H14 -0.14 -4.96 -0.65
H15 0.85 -2.77 -0.03
C24 2.09 -4.37 5.91
C25 2.33 -3.43 4.77
C26 1.41 -3.27 3.75
C27 1.62 -2.37 2.71
C28 2.78 -1.61 2.68
C29 3.73 -1.76 3.70
C30 3.50 -2.66 4.72
S2 3.10 -0.34 1.48
O10 2.75 0.89 2.15
O11 4.50 -0.48 1.15
N5 2.07 -0.64 0.28
C31 2.52 -1.06 -0.98
C32 3.82 -1.50 -1.35
C33 4.06 -1.84 -2.67
C34 3.05 -1.79 -3.62
C35 1.80 -1.42 -3.15
N6 1.55 -1.08 -1.89
H16 1.14 -4.90 5.79
H17 2.04 -3.84 6.86
H18 2.88 -5.12 5.99
H19 0.48 -3.84 3.77
H20 0.86 -2.24 1.96
H21 4.63 -1.17 3.67
H22 4.24 -2.77 5.51
H23 4.61 -1.55 -0.63
H24 5.06 -2.15 -2.95
H25 3.21 -2.04 -4.66
H26 0.94 -1.41 -3.82
C36 0.04 3.13 -2.66
C37 0.65 2.27 -1.60
C38 1.93 2.72 -0.96
O12 0.12 1.22 -1.29
H27 0.79 3.46 -3.38
H28 -0.37 4.01 -2.16
H29 -0.78 2.61 -3.15
H30 2.03 3.81 -1.00
H31 2.76 2.27 -1.51
H32 1.97 2.38 0.08

The calculation puts the orbital gap (alpha / beta) at 5.10 / 7.14 eV. For the HOMO energy (alpha / beta), the calculation gives -0.79 / -2.83 eV. Its spin multiplicity is 4. The value obtained for the energy above the lowest of the compared OMol25 structures with the same formula, charge and spin is 59.6 kJ/mol. The expectation value of S² is 3.773. Its net charge is -2. Its total energy is -4439.13951 Eh.

Formally, the Mulliken partial charges of the atoms, in units of the elementary charge, are as follows: 0.5547, -0.9268, 0.0876, -0.4040, 0.9864, -0.3222, -1.2013, 0.1305, -1.2859, 1.0731, -0.3342, 1.1844, -0.8226, -0.5862, 1.0760, -0.6931, -0.7058, 0.6470, 0.6698, -1.6852, 0.9686, -0.7067, -0.2731, 0.2666, -0.4305, -0.4637, 1.0804, -0.8796, -0.7103, 0.5462, 0.2027, -0.9107, -0.7952, -1.0459, 1.6225, -1.0993, -1.5156, -0.0747, 1.0145, -0.4055, 0.3591, 0.3387, 0.3655, 0.2561, 0.3813, 0.2563, 0.2964, 0.6922, 0.3790, 0.3524, 0.3516, 0.4897, 0.4717, -1.7862, 0.8935, -0.8191, 0.8400, 0.4151, -1.2918, -0.8692, 1.1876, -0.6855, -0.8788, 0.6988, 0.1358, -1.1008, -0.4320, -0.8346, -0.4383, 0.2231, 0.3334, 0.3320, 0.4118, 0.7082, -0.5222, 0.4542, 0.3757, 0.5264, 0.3721, 0.3877, 0.4033, -1.8050, 1.3531, -1.0418, -0.2150, 0.4737, 0.3336, 0.3114, 0.4300, 0.2338, 0.0634